(1)
Computed, not measured: 13 unconnected molecules or ions with the total composition C5H35NO13 in a non-equilibrium geometry, with ωB97M-V with the def2-TZVPD basis set.

Geometry as XYZ:
```
54
Properties=species:S:1:pos:R:3:forces:R:3:mulliken_charge:R:1
C -0.887 -0.315 -1.021 3.324 2.948 -2.029 -0.298
N -0.189 0.266 -2.063 -0.464 -0.337 -3.183 0.375
C 1.120 0.989 -1.832 -0.982 -0.611 -0.830 -0.616
C 2.420 0.188 -2.040 -0.872 -1.251 -1.327 -1.217
C -0.468 -0.234 -3.508 -1.528 -1.122 2.458 -0.802
C -0.088 -1.718 -3.540 0.833 -0.012 -2.156 -1.010
O -0.315 -0.107 0.032 -1.437 -1.205 2.972 -0.465
H -1.894 -0.656 -1.161 -0.388 -0.670 -0.240 0.789
H 1.082 2.010 -2.310 0.208 -1.388 -0.438 0.270
H 1.209 1.271 -0.843 -0.587 0.625 1.774 0.311
H 2.527 -0.881 -1.677 -0.881 1.362 0.456 0.152
H 2.453 -0.013 -3.125 1.083 0.679 0.188 0.428
H 3.194 0.772 -1.548 0.443 -0.010 -0.696 0.436
H -0.074 0.336 -4.315 1.503 0.579 -0.059 0.505
H -1.515 -0.114 -3.789 -0.481 -0.047 0.870 0.336
H 0.953 -1.744 -3.482 2.241 0.323 0.100 0.282
H -0.166 -2.190 -4.559 -0.874 0.244 1.069 0.387
H -0.247 -2.389 -2.706 -1.459 0.094 0.123 0.326
H -4.398 1.729 0.940 -0.677 0.157 -3.903 0.356
H -4.051 2.482 -0.494 -0.614 -0.640 0.532 0.372
O -4.648 1.791 -0.103 0.691 0.456 3.458 -0.767
H -0.251 0.080 2.550 0.274 0.137 -0.212 0.269
H 1.269 0.053 2.928 -0.163 0.704 -0.670 0.390
O 0.404 -0.298 3.142 -0.474 -0.792 1.012 -0.770
H 2.423 -0.133 0.872 0.479 0.222 0.513 0.266
H 1.109 0.433 0.486 1.319 0.595 1.944 -0.075
O 1.924 0.676 1.081 -1.469 -0.918 -1.842 -0.124
H -2.373 2.137 -1.543 1.965 -4.063 -0.789 0.391
H -2.261 3.574 -1.931 4.178 5.166 -4.152 0.240
O -2.678 2.973 -1.490 -5.922 -1.145 4.774 -0.604
H -2.234 0.423 1.071 0.301 1.449 0.118 0.280
H -2.337 1.952 1.728 1.165 1.861 -0.861 0.316
O -2.541 1.052 1.751 -1.261 -3.238 1.027 -0.677
H 4.034 0.856 2.636 0.288 -5.482 1.166 0.291
H 2.999 1.875 2.366 1.643 -0.352 -0.029 0.290
O 3.977 1.721 2.477 -1.604 5.912 -0.959 -0.629
H -4.065 -0.916 -2.015 -0.341 0.122 0.101 0.245
H -4.438 0.311 -1.006 1.087 -0.454 -0.627 0.355
O -3.709 -0.184 -1.504 -0.768 0.319 0.351 -0.603
H 3.594 -1.791 3.034 0.523 -1.147 -1.051 0.303
H 2.141 -1.356 3.371 0.168 -0.470 -0.106 0.332
O 3.079 -1.199 3.533 -0.651 1.455 1.381 -0.592
H 0.847 -3.797 0.106 1.002 -1.194 3.063 0.330
H 0.424 -3.779 1.619 0.760 -0.337 -0.387 0.320
O 1.146 -4.142 1.057 -1.648 1.657 -2.698 -0.682
H -3.152 -1.239 3.154 0.165 -3.190 1.286 0.337
H -2.387 -2.519 3.750 2.510 -0.367 0.645 0.301
O -3.221 -2.225 3.504 -2.627 3.681 -1.941 -0.644
H 0.470 4.231 1.614 -1.067 -1.124 -0.238 0.300
H -0.172 2.797 1.202 0.236 1.627 0.526 0.379
O -0.377 3.729 1.493 0.868 -0.650 -0.320 -0.690
H 4.179 -2.026 0.579 0.109 0.100 -0.110 0.263
H 2.933 -2.786 0.862 -1.663 -3.786 0.918 0.249
O 3.225 -1.955 0.668 1.535 3.526 -0.970 -0.508
```
Positions in Å, forces in eV/Å.

The total energy comes out at -33857.6137 eV. The frontier orbital gap comes out at 10.1 eV. The total charge is 0. For the highest occupied orbital energy, the calculation gives -10.2 eV. Its energy above the lowest of the compared OMol25 structures with the same formula, charge and spin is 119.7 kcal/mol.

(2)
Computed, not measured: a molecular structure, C19H19ClMnO7S6, with ωB97M-V with the def2-TZVPD basis set.

Geometry as XYZ:
```
53
Properties=species:S:1:pos:R:3:forces:R:3:mulliken_charge:R:1
Mn 0.404 1.744 -0.290 0.005 -0.169 0.003 1.325
Cl -4.056 2.683 2.641 -0.006 0.004 0.007 -0.238
C -2.571 3.569 2.143 -0.022 -0.026 -0.008 -0.564
C -1.400 2.587 2.070 0.023 -0.034 0.047 0.313
O -0.748 2.366 3.093 0.012 0.007 0.001 -0.647
O -1.229 2.065 0.924 -0.003 0.087 -0.055 -0.039
H -2.392 4.327 2.898 0.007 -0.004 0.002 0.399
H -2.773 4.002 1.169 0.008 0.007 0.005 0.251
O -0.371 2.351 -1.919 0.015 0.046 -0.007 -0.453
S 0.254 3.728 -2.225 -0.041 -0.067 0.096 1.085
O 1.049 3.649 -3.422 0.012 -0.001 -0.030 -0.635
O -0.744 4.759 -2.172 0.007 0.026 -0.036 -0.635
S 1.457 3.782 -0.555 -0.010 0.079 -0.018 -0.390
O 1.524 1.343 1.291 0.038 0.045 -0.027 -0.820
S 0.943 0.234 2.188 0.000 -0.013 0.016 0.954
C 2.133 -1.121 1.951 -0.015 -0.009 0.005 -0.475
C 3.148 -1.092 3.101 -0.011 -0.007 -0.004 -0.672
C 3.118 0.318 3.690 0.001 0.024 -0.013 -0.585
C 1.642 0.674 3.785 -0.028 -0.021 0.006 -1.067
H 2.563 -0.905 0.975 0.005 0.000 0.002 0.199
H 1.579 -2.056 1.870 -0.006 0.007 0.009 0.267
H 4.140 -1.377 2.752 0.002 0.005 -0.002 0.341
H 2.852 -1.810 3.870 0.008 -0.005 0.002 0.297
H 3.612 1.024 3.021 0.010 -0.005 0.003 0.219
H 3.608 0.371 4.663 -0.003 -0.005 0.004 0.435
H 1.390 1.719 3.939 0.004 0.001 -0.005 0.436
H 1.118 0.067 4.528 0.000 0.000 -0.003 0.410
O 0.500 -0.126 -0.679 -0.008 0.069 -0.004 -0.964
C -0.284 -0.992 -1.439 -0.053 0.025 0.037 4.022
C -0.054 -2.393 -0.874 -0.012 -0.028 -0.010 -0.670
C -0.913 -3.244 -0.247 -0.004 0.006 0.009 -0.450
C -0.285 -4.445 0.196 0.013 0.007 0.013 -0.571
C 1.039 -4.480 -0.113 -0.011 -0.017 -0.011 -0.652
S 1.529 -3.069 -0.948 0.017 0.006 0.005 -0.011
C -1.757 -0.619 -1.313 0.022 -0.002 0.004 -0.778
C -2.412 -0.370 -0.143 0.021 -0.017 -0.012 -0.417
C -3.756 0.039 -0.335 -0.027 -0.023 -0.002 -0.879
C -4.097 0.081 -1.652 0.009 0.034 0.010 -0.602
S -2.786 -0.347 -2.660 0.000 -0.034 -0.018 -0.136
C 0.149 -0.983 -2.904 0.013 0.032 -0.007 -0.574
C 0.835 -0.010 -3.562 0.008 -0.009 -0.006 -0.748
C 1.025 -0.303 -4.941 0.004 -0.010 -0.001 -0.690
C 0.485 -1.497 -5.302 0.006 0.011 -0.006 -0.566
S -0.254 -2.278 -3.971 -0.011 -0.014 0.000 -0.028
H -1.959 -3.015 -0.108 -0.002 0.002 -0.001 0.566
H -0.801 -5.241 0.713 0.000 -0.002 0.002 0.412
H 1.747 -5.267 0.094 -0.001 -0.003 -0.002 0.433
H -1.927 -0.429 0.820 -0.003 -0.002 0.001 0.550
H -4.422 0.317 0.470 0.003 -0.003 -0.003 0.380
H -5.041 0.372 -2.085 0.001 0.005 -0.001 0.448
H 1.170 0.902 -3.095 -0.001 -0.003 0.004 0.333
H 1.536 0.359 -5.626 0.001 0.000 0.000 0.427
H 0.483 -1.961 -6.276 0.000 -0.002 0.000 0.452
```
Positions in Å, forces in eV/Å.

The total energy comes out at -143202.4851 eV. The frontier orbital gap (spin up / spin down) comes out at 7.8 / 8.1 eV. The total charge is -1. As for the spin multiplicity: 5. For the highest occupied orbital energy (spin up / spin down), the calculation gives -5.8 / -6.0 eV. Its energy above the lowest of the compared OMol25 structures with the same formula, charge and spin is 0.0 kcal/mol.

(3)
Computed, not measured: a gas-phase ion, C5H12N2 (charge -1), with ωB97M-V with the def2-TZVPD basis set.

Geometry as XYZ:
```
19
Properties=species:S:1:pos:R:3:forces:R:3:mulliken_charge:R:1
C -1.770 -1.370 -1.432 0.372 0.126 -0.326 -1.288
C -1.017 -0.042 -1.283 0.156 -0.766 0.241 -0.055
C 0.501 -0.250 -1.360 0.158 0.753 0.197 -0.757
C 1.226 0.014 0.002 -0.153 0.153 -0.744 -0.704
N 1.153 1.174 2.993 0.164 -0.682 0.116 -0.481
C 0.267 1.158 1.874 -0.175 0.282 -0.628 -0.491
N 0.792 1.239 0.619 -0.226 -0.232 0.823 -0.760
H -2.847 -1.264 -1.525 -0.263 0.125 0.288 0.356
H -1.456 -1.889 -2.344 0.095 -0.091 0.097 0.316
H -1.523 -1.993 -0.568 -0.169 -0.153 -0.125 0.319
H -1.340 0.685 -2.020 -0.202 0.128 -0.098 0.303
H -1.203 0.355 -0.287 -0.154 0.384 -0.039 0.079
H 0.933 0.489 -2.041 -0.079 -0.063 -0.174 0.347
H 0.736 -1.242 -1.752 0.131 -0.155 -0.059 0.398
H 2.287 0.108 -0.262 0.351 -0.357 -0.061 0.248
H 1.126 -0.907 0.598 -0.104 0.073 0.431 0.346
H 2.071 1.499 2.739 0.005 0.232 0.108 0.267
H 0.845 1.342 3.940 -0.111 0.267 -0.219 0.183
H -0.780 0.894 2.109 0.204 -0.023 0.173 0.372
```
Positions in Å, forces in eV/Å.

The total energy comes out at -8357.1313 eV. The frontier orbital gap (spin up / spin down) comes out at 4.1 / 5.8 eV. The total charge is -1. As for the spin multiplicity: 2. For the highest occupied orbital energy (spin up / spin down), the calculation gives 0.1 / -1.7 eV. Its energy above the lowest of the compared OMol25 structures with the same formula, charge and spin is 27.2 kcal/mol.

(4)
Computed, not measured: 2 unconnected molecules or ions with the total composition C4H11N2O2 in a non-equilibrium geometry, with ωB97M-V with the def2-TZVPD basis set.

Geometry as XYZ:
```
19
Properties=species:S:1:pos:R:3:forces:R:3:mulliken_charge:R:1
C -0.497 -0.663 -0.762 -2.102 1.898 -3.115 -0.514
C 1.171 -1.161 0.343 1.387 1.262 -1.284 0.078
C -0.979 -0.413 1.638 -3.625 0.220 -0.649 -0.907
C -0.840 1.610 -1.464 -1.024 -3.053 3.328 -0.348
N 0.654 -1.516 -0.983 -3.003 1.260 3.441 -0.337
N -0.134 -0.238 0.539 4.549 0.351 -0.249 0.187
O 2.367 -0.435 0.333 0.101 -0.891 1.508 -0.542
O 0.028 2.156 -0.562 -0.208 0.577 -0.237 -0.460
H -1.583 -0.909 -0.959 1.605 -0.379 0.409 0.356
H 1.170 -2.009 1.001 -0.094 -0.172 0.718 0.393
H -1.924 -0.014 1.160 0.232 -0.648 1.343 0.330
H -1.110 -1.446 1.913 -0.021 -0.235 0.250 0.357
H -0.728 0.260 2.408 0.434 0.375 1.217 0.373
H -1.870 1.597 -0.943 1.372 0.039 -1.877 0.248
H -0.600 1.705 -2.497 -0.323 0.127 -0.606 0.392
H 1.133 -1.498 -1.814 1.703 0.165 -1.974 0.240
H 0.157 0.805 0.555 0.217 -1.234 -0.643 0.424
H 3.012 -0.634 1.104 -1.853 0.205 -1.695 0.395
H 0.575 2.802 -1.011 0.652 0.133 0.117 0.334
```
Positions in Å, forces in eV/Å.

The total energy comes out at -11390.2869 eV. The frontier orbital gap (spin up / spin down) comes out at 8.5 / 8.5 eV. The total charge is +1. For the highest occupied orbital energy (spin up / spin down), the calculation gives -11.9 / -11.9 eV. Its energy above the lowest of the compared OMol25 structures with the same formula, charge and spin is 134.6 kcal/mol.

(5)
Computed, not measured: C4H12N2O in the gas phase in a non-equilibrium geometry, with ωB97M-V with the def2-TZVPD basis set.

Geometry as XYZ:
```
19
Properties=species:S:1:pos:R:3:forces:R:3:mulliken_charge:R:1
N -0.358 2.368 1.372 -0.433 0.118 0.167 -0.546
C 0.505 1.254 0.984 -0.065 0.440 0.341 -0.880
C -0.202 0.218 0.133 -1.530 -0.223 -1.028 0.838
N -0.850 -0.768 1.009 1.514 -0.322 0.394 -0.776
C 0.729 -0.403 -0.907 0.497 -0.947 1.048 -1.030
C 0.115 -1.386 -1.889 -0.804 0.810 1.026 -0.456
O -0.269 -2.572 -1.238 -0.408 -1.396 -0.525 -0.542
H -0.258 2.625 2.343 0.097 -0.057 -0.014 0.214
H -0.219 3.208 0.829 0.020 -0.134 -0.142 0.200
H 1.402 1.625 0.480 0.063 -0.227 0.031 0.326
H 0.787 0.757 1.913 0.399 -0.113 -0.091 0.489
H -1.048 0.674 -0.401 0.421 0.687 -0.238 0.134
H -1.241 -0.328 1.826 -0.449 -0.199 -0.125 0.211
H -1.424 -1.462 0.563 -0.642 0.575 0.127 0.143
H 1.415 -1.023 -0.314 0.408 0.201 -0.129 0.359
H 1.309 0.375 -1.387 0.001 0.198 -0.284 0.412
H -0.755 -0.915 -2.366 -0.014 -0.120 -0.119 0.260
H 0.801 -1.703 -2.652 0.473 0.115 -0.425 0.306
H -0.437 -2.545 -0.296 0.454 0.595 -0.013 0.338
```
Positions in Å, forces in eV/Å.

The total energy comes out at -9369.5894 eV. The frontier orbital gap comes out at 10.1 eV. The total charge is 0. For the highest occupied orbital energy, the calculation gives -9.1 eV. Its energy above the lowest of the compared OMol25 structures with the same formula, charge and spin is 37.0 kcal/mol.

(6)
Computed, not measured: a molecular structure, C4H5LiO3Rb in a non-equilibrium geometry, with ωB97M-V with the def2-TZVPD basis set.

Geometry as XYZ:
```
14
Properties=species:S:1:pos:R:3:forces:R:3:mulliken_charge:R:1
Li -1.942 -3.099 0.090 0.019 0.118 0.033 -0.533
O -2.592 -1.036 -0.029 -0.421 -0.426 -0.170 -0.150
C -3.699 -0.125 -0.099 -0.014 0.182 -0.081 -0.675
H -3.725 0.501 0.800 0.024 -0.144 -0.238 0.298
H -3.601 0.499 -0.995 -0.058 -0.118 0.250 0.292
H -4.590 -0.753 -0.159 0.220 0.132 0.012 0.272
C 1.564 -2.401 -0.093 -0.304 -0.044 0.168 -0.719
C 0.865 -1.267 0.027 1.215 0.347 -0.165 -0.244
O -0.552 -1.576 0.321 -0.649 0.721 -0.709 -0.188
C -1.364 -0.532 0.092 0.642 0.257 1.272 1.071
O -1.115 0.654 0.128 -0.001 -0.412 -0.353 -0.519
Rb 1.863 1.786 0.193 -0.547 -0.741 -0.050 0.794
H 2.620 -2.336 -0.363 -0.325 -0.060 0.183 0.184
H 1.133 -3.398 0.066 0.198 0.187 -0.151 0.118
```
Positions in Å, forces in eV/Å.

The total energy comes out at -11228.4521 eV. The frontier orbital gap (spin up / spin down) comes out at 1.8 / 6.5 eV. The total charge is 0. As for the spin multiplicity: 2. For the highest occupied orbital energy (spin up / spin down), the calculation gives -2.8 / -7.7 eV. Its energy above the lowest of the compared OMol25 structures with the same formula, charge and spin is 0.0 kcal/mol.